Computed, not measured: C47H66As2F15N6O2 as an isolated structure in a non-equilibrium geometry, with ωB97M-V with the def2-TZVPD basis set.

ORCA input file:
```
! wB97M-V def2-TZVPD RIJCOSX def2/J DEFGRID3
* xyz -1 1
C 4.7816 -2.8829 -2.4655
H -0.8678 2.3188 -0.4922
C -1.9822 5.5525 1.5188
N 4.2346 4.3891 0.6904
H 2.1179 3.4062 3.3835
H -1.0001 5.9581 1.7324
C -7.5088 -4.5519 -4.2014
C 0.7914 2.8304 1.7258
H -2.3039 7.0879 0.0634
H 5.1629 -4.2613 1.4783
C 0.3264 -2.0818 -4.5983
H 4.3535 -2.4499 3.2230
H -6.3127 2.8721 -1.0330
C -7.3035 2.7896 -2.9900
C -4.3842 4.4736 0.6608
H -3.1827 2.0745 -1.1257
H -4.1874 3.6771 -2.4249
H 2.4647 5.1890 -1.9070
H 2.3761 -2.0145 -1.0557
C -3.9477 -5.3580 -1.6796
C 1.5929 -1.3175 -0.7632
C 4.7367 -1.7510 -3.2873
F -1.9325 -3.6114 3.7003
H -0.9697 0.4900 1.4440
C 2.3458 -3.3280 2.8492
H 0.8186 -0.9786 7.9432
C -3.3383 -0.0280 -1.2801
F -0.6680 -2.4570 1.9003
C 1.6717 -0.6983 0.6199
F 5.1978 1.3270 4.9241
H 0.2705 0.9557 6.2985
C 1.6783 -0.0876 -1.6899
C 4.9906 -0.5071 -2.7215
H 1.1040 0.8129 2.5509
H 4.8000 0.4447 -3.2020
H 1.0326 -4.7418 2.1366
H 2.5944 -0.0281 -2.2742
H -3.7086 -3.7846 -3.0465
H -5.0073 3.8564 -5.0171
H 2.9803 -5.8059 0.8485
C -0.5509 0.4047 0.4404
N 2.8372 -0.8823 5.3924
C -4.3857 -4.0189 -2.2211
H 2.5531 1.5013 -0.4888
H 2.4739 1.5157 1.6583
C 4.1575 -4.1866 1.8619
C -1.2285 1.2900 -0.5900
H -1.4782 -3.4415 -2.2076
H -0.2694 2.8826 1.4874
C 4.7160 3.4671 -0.2122
C -1.0876 -2.9107 -3.0613
H -0.6494 -0.6635 0.2459
C 5.5976 -1.5356 -0.6104
As 6.0419 1.3116 3.3869
C -6.2772 3.0233 -2.0974
H 0.8572 4.6011 2.9339
C -2.7439 1.2199 -0.6041
H -1.2625 -0.6111 -5.3102
H 3.5575 -1.1876 4.7631
H -3.2128 0.1731 -2.3475
H -0.8443 1.0675 -1.5920
C 3.1542 4.7746 -1.1883
C -2.7163 6.2069 0.5375
H 1.0532 1.9904 -1.2939
H -4.0745 -6.0911 -2.4787
F -0.9083 -4.9053 1.9153
N 0.9582 0.6384 0.4969
H 4.2451 3.2123 -2.3393
C 5.2294 -2.7796 -1.1832
F -3.4290 -4.5775 1.9801
H -5.3760 4.1511 0.3790
H 0.8482 -3.8468 -3.2871
H -3.2025 1.3587 0.3796
H -4.6156 -5.5694 -0.8417
F 4.9519 0.0364 2.8664
H 4.5876 -3.8852 -2.8303
N -6.8114 3.0502 -4.2552
H 5.3119 -3.6262 -0.5185
H -1.7289 3.8907 2.7395
C 1.3875 1.4226 1.6918
C 0.1678 -3.0725 -3.6022
F -7.7272 -4.2320 -5.4729
C 1.0941 3.5386 3.0325
H 2.3000 0.8797 4.3530
H 0.6503 -1.8120 -0.9942
C 2.0013 0.1671 5.1038
H -4.4179 -0.0409 -1.1183
H -2.9263 -5.4135 -1.3143
C -5.1420 3.4092 -2.8476
F 6.6807 1.3708 1.7630
F -7.9372 -5.8220 -4.0200
C 1.5725 1.1645 -0.8223
H 1.2141 -1.3383 1.3716
F 7.2211 0.1191 3.8650
H 5.9033 -1.5028 0.4257
H -4.0777 2.9234 2.0312
H 2.7221 -0.5624 0.8781
F 7.0883 2.6178 3.8822
O -5.7392 -4.0759 -2.6670
H 1.3389 3.3723 0.9462
H 4.6596 4.5499 1.5873
F -3.0330 -2.1299 2.0872
C 3.0872 -4.9371 1.4748
H 0.8851 -0.1925 -2.4336
C 3.6989 -3.1210 2.6924
H -7.3574 3.0062 -5.0931
H -4.3071 -3.2479 -1.4576
C 4.0909 3.7138 -1.3965
C 3.2055 5.1089 0.1363
F -8.2621 -3.7741 -3.4249
H 2.7684 5.8418 0.7950
C -3.9316 5.6654 0.1258
H 5.7057 0.5735 -1.0360
C -6.0075 -4.5090 -3.8736
C 1.0191 0.2174 6.0568
H 3.0754 -2.1776 7.0740
F 4.7936 2.4587 2.8667
C 1.3707 -0.7359 7.0496
C 2.4751 -1.4187 6.6027
C -3.6626 3.8617 1.6812
H 4.3617 -1.8212 -4.3002
N -1.7110 -1.9055 -3.7158
H 1.1911 -1.8410 -5.1935
O -5.1972 -4.8093 -4.6934
H 0.4414 3.2005 3.8447
H -2.6348 -1.5757 -3.5061
C -0.9005 -1.4271 -4.7068
H 5.4754 2.7704 0.1033
H -2.9368 -0.9846 -0.9486
N 1.9946 -4.4362 2.1439
C -2.4532 4.3789 2.0987
C 5.4115 -0.4079 -1.3899
H -4.5324 6.2267 -0.5805
H -8.2992 2.4105 -2.8410
H 1.5757 -2.7688 3.3576
C -5.5140 3.4382 -4.1616
F -1.9923 -3.5691 0.1913
As -2.0243 -3.5743 1.9552
*
```

HOMO energy ... -5.974 eV
E_LUMO ... 1.60 eV
E_tot ... -225294.678 eV
Kohn-Sham gap ... 7.57 eV